{
  "formula": "C19H47AlBN5O5P",
  "method": "wB97M-V/def2-TZVPD",
  "species": ["C", "C", "O", "N", "C", "C", "C", "C", "Al", "C", "C", "C", "C", "N", "C", "C", "C", "O", "B", "O", "O", "H", "H", "H", "H", "H", "H", "H", "H", "H", "H", "H", "H", "H", "H", "H", "H", "H", "H", "H", "H", "H", "H", "H", "H", "H", "H", "H", "H", "H", "O", "P", "N", "C", "C", "N", "C", "C", "N", "C", "C", "H", "H", "H", "H", "H", "H", "H", "H", "H", "H", "H", "H", "H", "H", "H", "H", "H", "H"],
  "positions_angstrom": [[-4.17379, -2.30206, 1.36570], [-3.64296, -3.48418, 2.18961], [-3.42260, -3.33026, 3.35063], [-3.48766, -4.71196, 1.46299], [-2.21237, -5.38517, 1.83659], [-1.00752, -4.64396, 1.22815], [0.16927, -5.55825, 0.81924], [0.13016, -6.08944, -0.64264], [0.04399, -4.65383, -2.09933], [1.31542, -3.08878, -1.79123], [0.83645, -2.02341, -0.74636], [2.08935, -1.37277, -0.04855], [2.30322, -2.00647, 1.35280], [3.05414, -1.12183, 2.27621], [3.59712, -1.95302, 3.37740], [2.23324, -0.14004, 2.87738], [0.88076, 0.28745, 2.31073], [2.61118, 0.39668, 3.88522], [-1.96315, -4.04474, -2.52073], [-3.05969, -4.54743, -1.76736], [-2.19822, -3.14412, -3.60371], [-3.31150, -1.84821, 0.85522], [-4.86177, -2.68339, 0.60179], [-4.64544, -1.57461, 2.02933], [-4.25488, -5.32241, 1.74166], [-2.24282, -6.42843, 1.49805], [-2.13582, -5.41493, 2.93604], [-0.62191, -3.97902, 2.02605], [-1.35020, -3.96910, 0.43200], [0.10755, -6.44571, 1.48682], [1.12969, -5.08620, 1.07199], [-0.63481, -6.87598, -0.76604], [1.09460, -6.61468, -0.79820], [0.54066, -5.38126, -3.47253], [2.32227, -3.45904, -1.53452], [1.39451, -2.56213, -2.75800], [0.15362, -2.42051, 0.01505], [0.36572, -1.20401, -1.30908], [1.97509, -0.28210, -0.00738], [2.98381, -1.57763, -0.64669], [1.33903, -2.34764, 1.76349], [2.91447, -2.90318, 1.19259], [4.10364, -2.83607, 2.96854], [2.79233, -2.31278, 4.03789], [4.34653, -1.41281, 3.95981], [0.37176, 0.87923, 3.07296], [0.24103, -0.56296, 2.04537], [1.07337, 0.89963, 1.41947], [-3.43807, -3.81601, -1.25286], [-2.16712, -2.24523, -3.24085], [0.62374, 3.14534, -0.59610], [0.62245, 4.50117, -1.28109], [0.76322, 5.48195, 0.13794], [-0.32281, 5.63353, 1.08611], [2.02655, 5.27548, 0.83498], [-0.95234, 4.41421, -1.93851], [-2.02110, 5.35680, -1.69982], [-1.50342, 3.08170, -2.16914], [0.88813, 5.92584, -2.31760], [1.70806, 5.57391, -3.49167], [1.27729, 7.24583, -1.84149], [-0.03918, 6.34162, 1.86883], [-0.60614, 4.68534, 1.56133], [-1.20590, 6.07050, 0.62130], [2.86506, 5.37336, 0.13477], [2.08637, 4.28318, 1.29606], [2.17272, 6.03141, 1.60961], [-2.56802, 5.12093, -0.77908], [-2.73990, 5.33364, -2.52493], [-1.66353, 6.38582, -1.64533], [-1.90659, 2.64162, -1.24900], [-0.74355, 2.41104, -2.56299], [-2.30338, 3.12137, -2.91294], [2.75617, 5.41896, -3.21747], [1.65483, 6.35096, -4.25627], [1.33554, 4.65053, -3.94526], [2.26997, 7.25994, -1.37855], [0.55073, 7.64591, -1.13848], [1.29338, 7.94287, -2.68589]],
  "lowdin_charge": [-0.006, -0.516, 0.093, 0.014, -0.202, -0.215, -0.288, -0.276, 0.353, -0.275, -0.261, -0.184, -0.202, -0.087, -0.077, -0.501, 0.015, 0.049, -0.623, 0.010, 0.007, 0.084, 0.073, 0.073, 0.125, 0.117, 0.106, 0.099, 0.077, 0.091, 0.085, 0.042, 0.033, -0.073, 0.038, 0.040, 0.061, 0.092, 0.082, 0.099, 0.101, 0.115, 0.081, 0.097, 0.079, 0.082, 0.077, 0.074, 0.048, 0.066, -0.303, 0.729, -0.356, -0.124, -0.143, -0.319, -0.143, -0.137, -0.295, -0.143, -0.139, 0.079, 0.089, 0.052, 0.074, 0.079, 0.079, 0.078, 0.079, 0.070, 0.084, 0.071, 0.079, 0.078, 0.076, 0.078, 0.077, 0.072, 0.083],
  "homo_lumo_gap_ev": 5.26,
  "total_charge": -1
}